Record 1
# C2H5N3S

C2H5N3S in the gas phase (ωB97M-V/def2-TZVPD, the Open Molecules 2025 dataset).

Results
HOMO, eV: -8.30
Net charge: 0
Energy above the lowest of the compared OMol25 structures with the same formula, charge and spin, kcal per mole: 103.1
Calculated total energy, eV: -17456.643
Max |F|, eV/A: 6.0
Structure (SMILES): C=NN/C=N/S

Positions of all 11 atoms, in Å:
C 2.3312 0.5681 -1.1012
N 1.4430 0.7617 -0.1628
N 0.4664 -0.1091 -0.1019
C -0.6436 -0.1626 0.6599
N -1.6048 -1.0496 0.7363
S -3.1287 -0.1919 1.4247
H 2.7448 1.5122 -1.3689
H 2.6273 -0.1834 -1.8457
H 0.4220 -0.7567 -0.8938
H -0.6019 0.7166 1.5654
H -4.0555 -1.1052 1.0881


Record 2
# C4H9NO

C4H9NO in the gas phase (ωB97M-V/def2-TZVPD, the Open Molecules 2025 dataset).

Results
HOMO, eV: -9.69
Net charge: 0
Energy above the lowest of the compared OMol25 structures with the same formula, charge and spin, kcal per mole: 8.7
Calculated total energy, eV: -7831.941
Max |F|, eV/A: 1.2
Structure (SMILES): CCC(=O)NC

Positions of all 15 atoms, in Å:
C 0.4435 -0.2479 -2.3164
C -0.4636 -0.5815 -1.1110
C -0.1669 0.3743 0.0244
O -0.0714 1.5749 -0.1382
N -0.0448 -0.2026 1.2485
C 0.0500 0.5230 2.4833
H 0.1617 -0.8057 -3.2075
H 0.4270 0.8250 -2.4610
H 1.4794 -0.4623 -2.0265
H -0.2975 -1.6235 -0.8310
H -1.4861 -0.3992 -1.4295
H -0.1581 -1.1993 1.3088
H -0.7618 0.2808 3.1675
H -0.1193 1.5847 2.3055
H 1.0079 0.3596 2.9830


Record 3
# C33H38BrF3NO3PS

C33H38BrF3NO3PS in the gas phase (ωB97M-V/def2-TZVPD, the Open Molecules 2025 dataset).

Results
HOMO, eV: -7.92
Net charge: 0
Calculated total energy, eV: -140786.702
Max |F|, eV/A: 1.7
Structure (SMILES): COCCCCCc1c(C[C@H](C)OCc2ccccc2)ccc2c1Sc1cc(CCC(F)=C(F)F)c(Br)c(P(C)O)c1N2

Positions of all 81 atoms, in Å:
C 6.2533 3.7570 0.9720
O 5.2952 4.2024 0.0187
C 4.7331 3.1322 -0.7096
C 3.8179 2.2229 0.1263
C 2.6168 1.7866 -0.7168
C 1.9303 0.5204 -0.2002
C 1.0461 -0.0850 -1.3035
C 0.0738 -1.1433 -0.8359
C 0.2198 -2.4860 -1.2148
C 1.3628 -2.9742 -2.0725
C 2.7451 -2.8788 -1.4063
C 3.8659 -2.8513 -2.4560
O 3.0171 -3.9650 -0.5337
C 2.5588 -3.7353 0.7861
C 3.3561 -2.6875 1.5251
C 4.7327 -2.5499 1.3792
C 5.4098 -1.5804 2.1035
C 4.7376 -0.7232 2.9636
C 3.3604 -0.8479 3.1058
C 2.6870 -1.8224 2.3841
C -0.7174 -3.4128 -0.7602
C -1.7837 -3.0300 0.0290
C -1.9374 -1.7124 0.4260
C -0.9942 -0.7831 -0.0067
S -1.1793 0.8976 0.5342
C -2.9411 0.9974 0.6736
C -3.5456 2.2175 0.4564
C -4.9273 2.3629 0.5299
C -5.5190 3.7224 0.2404
C -4.9327 4.3541 -1.0523
C -5.0274 3.4105 -2.1886
F -6.2855 3.2406 -2.6961
C -4.0437 2.6562 -2.7319
F -4.0630 1.3261 -2.7332
F -2.9502 3.1082 -3.3244
C -5.6625 1.2181 0.8392
Br -7.5608 1.4027 0.8865
C -5.0663 -0.0287 1.0797
P -6.0314 -1.5513 1.4694
C -7.0099 -1.7732 -0.0803
O -7.1161 -1.1075 2.6383
C -3.6722 -0.1365 1.0037
N -3.0567 -1.3949 1.2585
H 6.6631 2.7849 0.6874
H 7.0736 4.4742 0.9851
H 5.7919 3.7118 1.9606
H 4.1031 3.5982 -1.4711
H 5.4940 2.5534 -1.2481
H 3.4421 2.8275 0.9551
H 4.3600 1.3506 0.4939
H 2.9857 1.5380 -1.7221
H 1.9031 2.6009 -0.8627
H 1.3400 0.7289 0.6919
H 2.7307 -0.1704 0.0722
H 1.6832 -0.4285 -2.1169
H 0.4501 0.7338 -1.7250
H 1.1754 -3.9962 -2.4035
H 1.4085 -2.3584 -2.9732
H 2.8044 -1.9272 -0.8766
H 4.6483 -2.1770 -2.0982
H 3.5279 -2.4472 -3.4082
H 4.3245 -3.8313 -2.5716
H 2.6616 -4.6887 1.3117
H 1.4966 -3.4835 0.8333
H 5.2696 -3.1925 0.6928
H 6.4832 -1.4750 2.0034
H 5.2643 0.0408 3.5198
H 2.8173 -0.1779 3.7595
H 1.6108 -1.9116 2.4931
H -0.6086 -4.4482 -1.0589
H -2.5150 -3.7629 0.3452
H -2.9146 3.0666 0.2257
H -6.5993 3.6931 0.1565
H -5.2767 4.3891 1.0714
H -5.5069 5.2619 -1.2614
H -3.9069 4.6684 -0.8635
H -6.7144 -1.0608 -0.8531
H -8.0738 -1.6074 0.0947
H -6.8599 -2.7804 -0.4636
H -7.5414 -1.8981 2.9827
H -2.7913 -1.4739 2.2351


Record 4
# C35H70BBr2ClF5N9O12P2S

A molecular structure, C35H70BBr2ClF5N9O12P2S (ωB97M-V/def2-TZVPD, the Open Molecules 2025 dataset).

Results
HOMO, eV: -7.71
Net charge: 0
Calculated total energy, eV: -271667.616
Max |F|, eV/A: 10.2

Positions of all 138 atoms, in Å:
C -8.2555 -0.1568 0.9497
C -7.2047 0.7365 0.5929
C -5.9399 1.7274 0.0723
Cl -6.0624 3.0857 1.3911
C -6.5053 2.3017 -1.3497
C -6.6822 1.2249 -2.5611
O -7.1503 -0.0191 -2.5058
Br -6.1753 1.8638 -4.4325
O -4.8177 0.8900 0.1163
C -3.4702 1.2593 -0.0936
C -2.9386 2.7599 0.1464
C -3.4764 3.9599 -0.8135
C -2.4631 5.2587 -0.4988
S -0.8431 5.1804 -1.4350
O 0.2683 4.8354 -0.3683
O -0.7766 4.1028 -2.5435
O -0.4111 6.7662 -2.0036
C -3.1221 0.8376 -1.6758
O -3.9413 -0.3345 -2.1334
N -3.6343 -0.4852 -3.4339
O -4.2489 -1.4271 -3.9073
C -2.6426 0.2715 0.9943
Br -3.8557 0.5538 2.6488
C -2.8697 -1.3148 0.7727
C -2.0342 -2.1199 -0.3389
C -2.8999 -3.4702 -0.8152
C -2.1539 -4.8238 -0.1806
F -2.0638 -4.6776 1.3189
F -3.0029 -6.0538 -0.3970
C -0.6991 -5.1440 -0.8715
F -0.4901 -4.3752 -2.1376
F -0.4445 -6.6187 -1.0767
F 0.3975 -4.6977 0.0637
N -1.3609 0.7735 1.4967
C -0.0802 0.3252 0.9030
C 0.3894 0.9801 -0.5153
C 0.8225 -0.1427 -1.6733
O 1.7141 -1.1968 -1.1576
C 3.0661 -1.0686 -1.7404
C 3.2821 -1.4697 -3.3188
O 4.0295 -0.5982 -0.9155
B -1.1418 0.5601 3.0154
O -0.9578 -0.8066 3.6210
N -0.9992 1.7226 4.0160
C -1.0264 3.0657 3.3210
C 0.3310 1.5362 4.7586
H -9.3211 -0.6799 0.9401
H -5.9505 3.2291 -1.7910
H -7.6101 2.6930 -1.1098
H -1.7532 2.9088 0.1109
H -3.2286 3.0689 1.2637
H -3.3826 3.7938 -1.9644
H -4.5444 4.3714 -0.5934
H -3.0263 6.2675 -0.7520
H -2.3286 5.2621 0.6872
H 0.4872 6.6008 -2.4602
H -3.3691 1.6843 -2.4429
H -2.0117 0.5270 -1.8407
H -4.0276 -1.5410 0.5848
H -2.6499 -1.8376 1.8252
H -1.7582 -1.5683 -1.3282
H -1.0490 -2.5731 0.1606
H -2.9677 -3.5809 -1.9781
H -3.9900 -3.4881 -0.3915
H 0.7638 0.6701 1.6824
H 0.0942 -0.8555 0.8573
H 1.3823 1.6235 -0.3522
H -0.3687 1.6958 -1.0354
H 1.4776 0.4809 -2.4529
H -0.0976 -0.5385 -2.2914
H 2.3628 -1.2022 -4.0163
H 3.4694 -2.6248 -3.4418
H 4.2467 -0.8660 -3.6794
H -0.1815 -1.2758 3.1861
H -0.3751 3.0980 2.3427
H -0.6304 3.8581 4.1206
H -2.1582 3.3420 3.1465
H 0.9673 2.5440 4.8039
H 0.1369 1.1366 5.8577
H 1.0473 0.7566 4.2125
O 3.4323 1.8387 -4.8965
P 3.9756 3.2827 -5.0268
N 4.8971 3.1436 -3.5904
C 5.1369 4.1610 -2.5777
C 6.1404 2.3900 -3.7827
N 2.4063 3.9336 -4.6861
C 1.9113 4.0549 -3.3189
C 1.3293 3.3128 -5.4810
N 4.6003 4.9427 -5.1765
C 3.8633 6.1757 -4.9098
C 5.2296 5.0696 -6.4998
H 5.8592 4.9169 -2.9067
H 5.5373 3.7065 -1.6627
H 4.2361 4.6697 -2.2572
H 6.8890 2.9990 -4.2992
H 5.9642 1.4904 -4.3828
H 6.5594 2.0515 -2.8288
H 2.0866 3.1415 -2.7377
H 0.8387 4.2671 -3.2899
H 2.3591 4.9000 -2.7949
H 1.0080 2.3556 -5.0558
H 1.6582 3.1327 -6.5098
H 0.4579 3.9685 -5.5344
H 2.9672 6.2767 -5.5322
H 4.4937 7.0513 -5.1060
H 3.5902 6.2654 -3.8578
H 4.4744 5.0858 -7.2929
H 5.8958 4.2218 -6.6847
H 5.8424 5.9739 -6.5721
O 2.3176 -4.2203 6.5701
P 1.9217 -5.4431 5.7067
N 2.6289 -4.7708 4.2997
C 2.1442 -4.8466 2.9295
C 4.0887 -4.9089 4.2750
N 0.2469 -5.0124 5.8150
C -0.3354 -3.9913 4.9507
C -0.1937 -4.7146 7.1914
N 1.4667 -6.8488 4.7142
C 0.1288 -7.1680 4.2215
C 2.0086 -8.0526 5.3627
H 2.3116 -5.8323 2.4803
H 2.6582 -4.1109 2.2982
H 1.0935 -4.6031 2.8309
H 4.3787 -5.9351 4.0277
H 4.5221 -4.6611 5.2503
H 4.5467 -4.2290 3.5484
H 0.2928 -3.0940 4.8968
H -1.3274 -3.6830 5.2932
H -0.5116 -4.3620 3.9403
H 0.0723 -3.6957 7.4936
H 0.2612 -5.4090 7.9054
H -1.2761 -4.8233 7.2854
H -0.6023 -7.2886 5.0287
H 0.1412 -8.1060 3.6535
H -0.2302 -6.4227 3.5110
H 1.4548 -8.2876 6.2779
H 3.0573 -7.8973 5.6327
H 1.9798 -8.9201 4.6956


Question: Which value of net charge does entry 2 give?
Answer: 0


Question: What is the max |F| in the first record?
Answer: 6.0 eV/A


Repeat the first record exactly.
# C2H5N3S

C2H5N3S in the gas phase (ωB97M-V/def2-TZVPD, the Open Molecules 2025 dataset).

Results
HOMO, eV: -8.30
Net charge: 0
Energy above the lowest of the compared OMol25 structures with the same formula, charge and spin, kcal per mole: 103.1
Calculated total energy, eV: -17456.643
Max |F|, eV/A: 6.0
Structure (SMILES): C=NN/C=N/S

Positions of all 11 atoms, in Å:
C 2.3312 0.5681 -1.1012
N 1.4430 0.7617 -0.1628
N 0.4664 -0.1091 -0.1019
C -0.6436 -0.1626 0.6599
N -1.6048 -1.0496 0.7363
S -3.1287 -0.1919 1.4247
H 2.7448 1.5122 -1.3689
H 2.6273 -0.1834 -1.8457
H 0.4220 -0.7567 -0.8938
H -0.6019 0.7166 1.5654
H -4.0555 -1.1052 1.0881


Question: Among the records above, which one has the lowest calculated total energy?
Answer: C35H70BBr2ClF5N9O12P2S